Molecular formula: C34H50BaN9O2P2
Method: DFT, ωB97M-V with the def2-TZVPD basis set

The net charge is +1. The value obtained for the LUMO energy is -2.546 eV. The HOMO energy comes out at -9.487 eV. Its HOMO-LUMO gap is 6.94 eV.

Cartesian coordinates (Å):
Ba 0.54061 -0.32710 -0.02952
O 0.79708 4.31792 5.31854
C -0.04740 3.42901 5.42956
O -1.02855 3.33524 6.16518
C 0.17527 2.23892 4.48160
C 1.41044 2.00877 3.88975
C 1.51442 1.00561 2.93477
N 0.43135 0.37106 2.46668
C -0.78085 0.60484 3.00276
C -0.90104 1.44269 4.10146
C -1.96168 -0.09921 2.36537
C -3.26123 0.05817 2.85146
C -4.29167 -0.62946 2.24059
C -4.02362 -1.46314 1.16461
C -2.71241 -1.56291 0.73345
N -1.72036 -0.89342 1.31352
C 2.87567 0.61819 2.36625
C 4.03538 0.92748 3.07769
C 5.26417 0.60817 2.53195
C 5.32170 -0.02466 1.29817
C 4.12749 -0.32752 0.66668
N 2.94259 -0.01263 1.18282
H 2.22071 2.65766 4.18383
H -1.81924 1.61247 4.64167
H -3.45560 0.70472 3.68957
H -5.29960 -0.51984 2.61096
H -4.80276 -2.02474 0.67890
H -2.43788 -2.20620 -0.09053
H 3.97002 1.40068 4.04198
H 6.16876 0.84636 3.07107
H 6.26017 -0.29175 0.84201
H 4.12139 -0.84210 -0.28568
C 0.52149 -1.67290 -5.44094
N -0.59716 -1.04985 -4.78120
C -1.60799 -0.45333 -5.64087
C -2.55119 0.18728 -4.63475
N -1.65599 0.46451 -3.53081
C -2.23605 0.89532 -2.28867
C -0.58830 -0.40333 -3.56681
N 0.19842 -0.48543 -2.54764
C 1.33967 -1.41705 -2.49419
C 0.93649 -2.85198 -2.05215
N 0.80839 -2.94038 -0.58839
C 0.41427 -4.02768 0.00211
N -0.12215 -5.19529 -0.51993
C 0.31244 -5.81162 -1.75749
C -0.32622 -6.14650 0.56249
C -0.33999 -5.26786 1.80229
N 0.44878 -4.14376 1.36184
C 0.78837 -3.06599 2.24327
H 0.16919 -2.03085 -6.40740
H 0.88287 -2.53736 -4.89145
H 1.34359 -0.97266 -5.61932
H -2.09031 -1.22150 -6.24814
H -1.15785 0.29640 -6.30468
H -3.34845 -0.50416 -4.33305
H -3.00410 1.10733 -5.00936
H -2.91924 1.72251 -2.49429
H -1.50621 1.27435 -1.56954
H -2.80763 0.09181 -1.80509
H 2.06119 -1.04343 -1.74262
H 1.90841 -1.43312 -3.42434
H 1.69897 -3.54694 -2.41725
H -0.00272 -3.08601 -2.56813
H 0.18156 -5.15477 -2.60831
H -0.31337 -6.68968 -1.92428
H 1.35765 -6.14246 -1.70126
H 0.50139 -6.86747 0.59431
H -1.25930 -6.69206 0.41576
H 0.12572 -5.75255 2.66244
H -1.35710 -4.96272 2.08233
H 1.13151 -3.47955 3.19151
H -0.05084 -2.39920 2.43513
H 1.61122 -2.50441 1.81456
C -3.48760 3.17226 0.42714
P -1.69101 3.05061 0.75114
C -1.56789 4.17200 2.18499
C -1.03377 4.17436 -0.56384
C 0.46296 4.40439 -0.40121
P 1.44453 2.86365 -0.56177
C 1.91001 2.89044 -2.33492
C 3.00508 3.40681 0.22139
H -3.81640 4.19841 0.26338
H -4.02516 2.77950 1.28976
H -3.77760 2.57715 -0.43552
H -1.98320 5.15807 1.95971
H -0.53866 4.29918 2.51865
H -2.11598 3.76008 3.02971
H -1.56265 5.13249 -0.51404
H -1.25850 3.74710 -1.54404
H 0.67332 4.82555 0.58748
H 0.84676 5.13433 -1.12509
H 2.40711 3.82422 -2.61347
H 1.01482 2.76740 -2.94655
H 2.57572 2.06116 -2.56923
H 3.34594 4.36520 -0.17412
H 3.79266 2.67209 0.06418
H 2.84677 3.51465 1.29346

Cartesian forces, eV/Å:
Ba -0.7 0.7 0.9
O 0.7 0.5 -0.4
C 0.1 -0.1 0.5
O -0.8 -0.3 0.2
C 0.0 -0.4 -0.5
C -0.3 0.0 0.0
C 0.4 -0.1 -0.1
N -0.1 -0.1 0.4
C 0.3 -0.3 0.2
C -0.1 0.3 -0.2
C 0.2 0.2 0.4
C 0.3 0.0 -0.1
C 0.0 0.0 0.0
C 0.2 0.0 0.0
C -0.3 0.2 0.4
N 0.2 0.1 0.3
C -0.4 0.2 0.3
C -0.2 -0.1 -0.2
C 0.0 0.0 -0.1
C -0.1 0.0 0.0
C 0.3 0.2 0.3
N -0.3 0.1 0.3
H 0.1 0.0 0.0
H -0.2 0.0 0.0
H 0.0 0.1 0.1
H -0.1 0.0 0.0
H -0.1 -0.1 -0.1
H 0.0 -0.1 -0.2
H 0.0 0.1 0.1
H 0.1 0.0 0.0
H 0.1 0.0 0.0
H 0.0 0.0 -0.1
C 0.2 -0.1 -0.1
N -0.3 0.1 0.4
C -0.2 0.1 -0.1
C -0.1 0.1 -0.3
N 0.3 0.0 -0.1
C -0.3 0.2 0.3
C 0.1 0.0 -0.2
N 0.6 -0.6 -0.5
C -0.3 -0.2 -0.4
C 0.0 0.1 0.0
N 0.1 -0.2 -0.5
C 0.1 0.0 -0.1
N -0.1 0.3 0.0
C 0.0 -0.1 -0.2
C -0.1 -0.2 0.2
C -0.1 -0.2 0.3
N 0.0 -0.1 -0.5
C 0.1 0.0 0.2
H 0.0 0.0 0.0
H 0.1 0.0 0.0
H 0.0 0.0 0.0
H 0.0 0.1 0.0
H 0.0 0.0 0.0
H 0.0 0.0 0.0
H 0.0 -0.1 0.0
H 0.0 -0.1 0.0
H 0.1 -0.1 -0.2
H 0.0 0.0 0.0
H 0.1 -0.2 -0.6
H -0.1 -0.1 0.1
H 0.0 0.1 0.0
H 0.0 0.0 0.0
H 0.0 0.0 0.0
H 0.1 0.1 0.0
H -0.1 0.0 0.0
H 0.0 0.1 0.0
H 0.1 0.0 0.0
H -0.1 0.0 0.0
H 0.0 0.0 0.0
H 0.0 0.0 0.0
H -0.1 0.1 0.0
H 0.1 0.1 0.0
C -0.2 0.1 0.0
P 0.1 -0.1 -0.1
C 0.0 0.2 0.1
C -0.2 0.2 0.0
C 0.1 0.2 0.0
P 0.4 -0.1 0.0
C 0.0 0.2 -0.1
C 0.1 0.1 0.0
H 0.0 0.1 0.0
H 0.0 0.0 0.0
H 0.0 -0.1 -0.1
H 0.0 0.0 0.0
H 0.1 0.0 0.0
H 0.0 -0.1 0.1
H 0.0 -0.1 0.0
H 0.0 -0.1 -0.1
H 0.0 -0.1 0.0
H -0.1 -0.1 0.1
H 0.0 0.0 0.0
H 0.0 0.0 0.0
H 0.1 -0.1 0.0
H 0.0 0.0 0.0
H 0.0 -0.1 0.0
H 0.0 0.0 0.1

Molecular formula: C34H50BrCeN4O9S
Method: DFT, ωB97M-V with the def2-TZVPD basis set

The net charge is +1. The value obtained for the LUMO energy is -4.477 eV. The HOMO energy comes out at -11.111 eV. Its HOMO-LUMO gap is 6.63 eV.

Cartesian coordinates (Å):
Ce 1.75150 0.60529 0.75603
C -4.34872 1.65220 3.43468
C -4.11685 0.59382 2.33951
C -4.72972 0.94316 0.97465
C -3.95183 1.36382 -0.27603
C -3.12179 2.72866 -0.23420
C -5.00535 1.33248 -1.38122
N -2.84432 0.24611 -0.59063
C -2.40247 0.14930 -2.04925
C -1.15395 -0.76028 -2.22073
N -1.28701 -2.11275 -1.65664
C 0.02759 -2.72859 -1.58670
C 0.55749 -2.45186 -0.16410
O 0.70274 -3.31241 0.58375
O 0.77304 -1.15202 0.14988
C -2.37236 -2.93024 -2.23858
C -1.85686 -3.77564 -3.42252
C -2.84396 -3.92653 -1.26678
C -3.76805 -3.45535 -0.10404
C -5.13542 -3.01228 -0.65214
C -3.99431 -4.66682 0.78367
N -3.11033 -2.33341 0.67073
C -3.24340 -2.32056 2.12219
C -2.46695 -1.21052 2.80168
N -2.70533 0.15778 2.32003
C -1.74297 1.04839 2.98990
C -0.53931 0.92566 2.23029
O 0.51852 0.45861 2.77532
O -0.50903 1.22503 0.99935
H -5.45256 1.69570 3.65433
H -4.10959 2.61022 3.09945
H -3.73550 1.40540 4.33681
H -4.76367 -0.24875 2.61616
H -5.33415 1.84413 1.26921
H -5.38823 0.10800 0.71195
H -3.76760 3.56756 0.11977
H -2.65150 2.96029 -1.21668
H -2.25066 2.68875 0.46165
H -5.95327 1.86660 -1.16339
H -5.40455 0.36792 -1.72864
H -4.56358 1.78576 -2.27539
H -3.04576 -0.73474 -0.14174
H -1.94067 0.51184 -0.06601
H -2.12513 1.18169 -2.34503
H -3.24906 -0.12108 -2.66445
H -0.30720 -0.32011 -1.68104
H -0.85329 -0.71545 -3.30191
H 0.69746 -2.31130 -2.35029
H -0.03391 -3.77326 -1.59814
H -3.21919 -2.37534 -2.61658
H -0.93574 -4.33268 -3.11249
H -1.47671 -3.31565 -4.32790
H -2.59563 -4.52188 -3.57126
H -1.95706 -4.47205 -0.92032
H -3.45289 -4.60357 -1.75789
H -5.23046 -3.64728 -1.56392
H -5.12716 -1.98840 -0.95893
H -5.92481 -3.10821 0.12113
H -4.47478 -5.50612 0.24968
H -4.52324 -4.42640 1.71411
H -2.98631 -5.03951 1.09834
H -2.09816 -2.55466 0.48567
H -2.87734 -3.25384 2.52033
H -4.29447 -2.36506 2.15618
H -1.37401 -1.44882 2.69182
H -2.66406 -1.24590 3.87678
H -1.55622 0.79887 4.00501
H -2.06183 2.04689 2.93819
C 7.95564 4.57116 -1.17799
C 6.46595 4.16110 -1.24984
C 6.04613 2.96920 -1.88662
C 4.68379 2.59001 -1.92526
C 3.68074 3.43298 -1.24894
C 4.12640 4.54009 -0.50252
C 5.50990 4.81984 -0.50165
S 1.98321 2.88787 -1.15592
O 1.15263 3.63319 -2.00005
O 1.65266 2.97452 0.29012
O 1.92225 1.42943 -1.41440
H 8.24058 4.40945 -2.25861
H 8.49721 3.77306 -0.64058
H 8.17994 5.56246 -0.77277
H 6.79973 2.25924 -2.27624
H 4.42163 1.68006 -2.44393
H 3.45042 5.06854 0.18876
H 5.93224 5.63796 0.13050
Br 8.94468 2.32475 2.69265
C 8.03029 1.05564 1.68189
C 8.70058 0.06472 0.91785
C 7.99851 -0.85409 0.16864
C 6.60221 -0.95769 0.23367
C 5.95234 0.04566 1.00779
C 6.63041 1.04392 1.70571
C 4.45615 -0.05219 1.05550
O 3.74715 -0.75006 0.31674
O 3.83351 0.79816 1.81737
H 9.80237 0.18286 0.86674
H 8.57473 -1.62740 -0.44989
H 5.99708 -1.68533 -0.22286
H 6.01082 1.72027 2.20138

Cartesian forces, eV/Å:
Ce 0.8 -0.4 0.4
C -1.3 -1.7 0.6
C 0.3 -0.5 0.8
C -0.1 1.5 0.9
C 1.3 -0.7 0.0
C -0.3 -0.5 0.5
C -0.2 0.6 -1.4
N 1.2 0.2 0.4
C 0.5 0.5 0.8
C -0.3 0.3 0.1
N -1.0 1.5 -0.7
C 0.2 2.0 1.1
C -0.4 3.3 -3.4
O 0.6 -3.5 3.5
O 0.2 0.1 -0.2
C 1.7 -0.3 -1.7
C 1.8 -0.4 0.6
C 0.0 0.8 2.5
C -0.1 0.3 0.7
C 0.6 -0.9 -0.1
C 1.2 -0.9 0.5
N 2.9 -0.6 -1.5
C 0.3 -0.4 -1.1
C 0.3 0.1 -0.1
N -0.1 -0.3 -0.1
C -1.8 -1.1 -0.4
C 2.7 -0.7 -0.5
O -0.1 0.4 -0.5
O -0.1 0.2 -0.3
H 1.1 -0.2 0.2
H 0.7 1.7 -0.5
H -0.9 0.2 -0.5
H 0.6 -0.1 0.4
H -0.1 -0.8 -0.9
H 0.0 0.4 -0.2
H 0.4 -0.6 -0.6
H -0.7 -0.1 0.5
H -0.8 -0.3 -0.3
H 0.9 0.2 0.3
H 0.6 -0.2 0.6
H -0.3 0.1 0.0
H -0.2 0.8 -0.5
H -1.7 -0.1 -0.5
H 0.0 -0.6 0.1
H -0.1 -0.4 0.0
H -0.3 0.2 -0.2
H -0.4 -0.3 0.5
H 0.1 -0.4 0.0
H 0.1 -1.4 -0.4
H 0.0 0.9 0.2
H -0.9 0.2 0.0
H -0.7 0.6 -0.2
H -0.6 -0.6 -1.0
H -0.3 0.0 0.4
H -1.0 -1.6 -1.1
H -1.0 0.4 0.8
H 0.1 0.8 -0.4
H 0.3 -0.3 -0.7
H 0.0 0.5 0.2
H -0.2 -0.2 -0.5
H -0.7 0.1 -0.1
H -1.0 0.8 0.2
H 0.1 -0.3 0.5
H -1.5 0.6 1.5
H -0.8 0.2 0.0
H -0.1 -0.2 0.2
H 0.1 -0.3 1.1
H -0.5 1.4 -0.1
C -0.9 -1.9 -1.7
C 0.1 -0.8 0.8
C -0.6 -0.3 0.0
C -0.2 2.0 1.1
C 2.1 -1.4 -0.7
C 0.3 -0.9 0.1
C -0.1 1.6 0.5
S 1.2 0.8 0.8
O -1.0 1.0 -1.1
O 0.1 -0.2 0.8
O 0.5 -1.3 -0.4
H 0.4 0.8 1.1
H -0.1 0.5 0.1
H -0.2 -0.3 -0.3
H -0.5 0.6 -0.1
H -0.3 0.0 0.1
H 0.4 -0.2 -0.6
H -0.9 -0.6 -0.5
Br 0.3 0.3 0.1
C -1.1 -1.3 -0.8
C 0.7 2.0 0.5
C 0.3 -2.3 -1.1
C 1.0 2.7 1.7
C -0.2 -1.9 -0.9
C 0.9 -1.4 -1.0
C 0.4 2.5 0.9
O -0.4 -1.1 -0.9
O -0.4 -0.1 -0.1
H -0.8 -0.5 0.0
H -0.8 1.3 1.0
H -0.3 -0.9 -0.7
H -0.5 1.2 1.0

Molecular formula: C34H50BrClGeN5O6OsS2Si3
Method: DFT, ωB97M-V with the def2-TZVPD basis set

The net charge is +2. The value obtained for the LUMO energy (alpha / beta) is -8.763 / -8.741 eV. The multiplicity is 2. The HOMO energy (alpha / beta) comes out at -12.468 / -12.470 eV. Its HOMO-LUMO gap (alpha / beta) is 3.70 / 3.73 eV.

Cartesian coordinates (Å):
Os -0.60891 0.63886 -0.09540
Br -0.64641 7.21446 0.61920
C -0.50121 5.37296 0.41220
C -0.72741 4.51016 1.48510
C -0.56381 3.15696 1.30300
N -0.19821 2.61626 0.13010
C -0.04631 3.44616 -0.91720
C -0.13051 4.81786 -0.80980
H -1.04641 4.89556 2.43870
H -0.74181 2.45626 2.11270
H 0.17819 2.98766 -1.86970
H 0.01799 5.44916 -1.66910
O -2.80141 5.56286 -0.61950
S -3.45221 4.56096 -1.42750
O -3.68171 4.86696 -2.79770
N -2.54101 3.17176 -1.27930
C -3.12151 2.33896 -0.47060
O -2.59131 1.27056 -0.05670
C -4.48351 2.71326 -0.01860
C -5.32051 1.98476 0.81070
C -6.54931 2.54056 1.13220
C -6.92031 3.78626 0.64600
C -6.07621 4.51336 -0.19020
C -4.86641 3.94866 -0.51480
H -5.02101 1.02006 1.19370
H -7.22211 1.99796 1.77770
H -7.87411 4.20116 0.93330
H -6.35821 5.48306 -0.56810
C -3.87681 -3.78184 -2.67530
C -3.34431 -4.62024 -1.55940
C -2.84701 -5.88664 -1.79600
C -2.37001 -6.67554 -0.75480
Cl -1.67771 -8.20804 -1.08080
C -2.45261 -6.21894 0.55730
C -2.94191 -4.95474 0.81180
C -3.34711 -4.12334 -0.23440
O -3.79981 -2.85684 -0.07930
C -3.44011 -2.06984 1.02580
C -2.14471 -1.28654 0.77480
O -1.52931 -0.76204 1.72160
O -1.73871 -1.16464 -0.40810
H -3.43471 -4.06304 -3.62750
H -3.70921 -2.72664 -2.47430
H -4.95431 -3.92874 -2.76370
H -2.82531 -6.27444 -2.80120
H -2.14471 -6.86254 1.36450
H -3.04481 -4.63254 1.83700
H -3.37151 -2.61284 1.97030
H -4.22691 -1.31274 1.11620
C 3.97839 -2.70704 -0.33280
Si 3.83389 -1.29824 0.96640
C 3.03539 -1.44204 2.70140
C 5.66259 -0.80394 1.26740
Ge 1.82759 0.46956 0.01830
Si 2.92719 0.97816 -2.37670
C 2.40679 2.61896 -3.20680
C 4.79049 1.06416 -1.96940
C 2.46359 -0.51594 -3.46390
Si 3.08089 2.59096 1.51270
C 4.92259 2.35436 1.94210
C 3.02219 4.17686 0.44880
C 2.08039 2.63276 3.14100
H 4.01289 -3.68054 0.14800
H 4.90509 -2.59684 -0.88960
H 3.16159 -2.72054 -1.04150
H 3.42049 -2.29604 3.25300
H 1.95629 -1.53164 2.64200
H 3.26879 -0.56064 3.29430
H 6.25509 -1.71524 1.28230
H 5.80529 -0.33164 2.23190
H 6.10179 -0.16284 0.51400
H 2.47649 3.47656 -2.54600
H 1.40519 2.58396 -3.62500
H 3.08129 2.80786 -4.03860
H 5.01669 1.83276 -1.23800
H 5.33089 1.31066 -2.87820
H 5.17269 0.11696 -1.60720
H 1.39599 -0.55074 -3.64960
H 2.74849 -1.45234 -2.99840
H 2.96379 -0.46094 -4.42630
H 5.53679 2.02186 1.11560
H 5.07789 1.67396 2.76870
H 5.31229 3.32166 2.25240
H 3.91059 4.26406 -0.17110
H 3.02099 5.04356 1.10640
H 2.15399 4.25496 -0.19330
H 2.77229 2.71566 3.97460
H 1.47019 1.75016 3.30950
H 1.43129 3.50056 3.17770
C 0.10359 -3.78184 2.82600
C 1.03409 -4.17924 1.67750
C 0.73109 -3.41164 0.44770
N 1.06769 -2.19254 0.21940
N 0.71799 -1.72904 -0.99460
C 0.04339 -2.60264 -1.69840
N -0.46421 -2.38274 -2.91850
S -0.13001 -4.14204 -0.88790
H 0.40789 -4.29304 3.73470
H -0.91921 -4.06004 2.59340
H 0.12819 -2.70994 2.99750
H 0.91039 -5.24144 1.46180
H 2.07259 -3.99234 1.95400
H -0.70501 -1.43084 -3.14740
H -1.07871 -3.08494 -3.29570

Cartesian forces, eV/Å:
Os -1.5 -1.8 -0.1
Br 0.2 -0.1 0.1
C 0.4 -0.3 -0.1
C 0.0 0.0 -0.1
C -0.1 0.3 0.6
N 0.0 0.5 0.3
C 0.4 0.2 -0.3
C 0.1 0.0 0.4
H 0.0 0.0 0.1
H 0.0 0.1 -0.1
H 0.0 0.0 0.0
H 0.0 0.0 -0.2
O -0.5 0.1 -0.1
S 0.1 0.0 0.3
O -0.3 -0.2 -0.2
N -0.5 0.1 -0.2
C -0.5 1.3 -0.7
O 0.6 -1.6 0.9
C -0.2 -0.3 0.2
C 0.1 0.2 -0.2
C 0.0 -0.1 0.1
C 0.1 0.1 -0.1
C -0.1 0.1 -0.1
C 0.5 -0.3 -0.1
H 0.0 0.0 0.0
H -0.1 0.0 0.1
H -0.1 0.0 0.0
H -0.1 0.1 0.0
C -0.2 0.1 0.0
C 0.1 0.5 0.7
C 0.2 -0.3 0.3
C -0.2 0.5 0.4
Cl 0.1 -0.4 -0.1
C 0.2 -0.4 -0.6
C -0.4 0.7 -0.2
C 0.4 -1.1 -0.3
O -0.4 0.6 0.1
C 0.3 0.1 -0.1
C -1.0 -1.2 0.7
O 0.9 1.5 -0.5
O 0.5 1.3 -0.8
H 0.0 0.0 -0.1
H 0.0 0.1 -0.1
H 0.0 0.1 0.0
H 0.0 -0.1 -0.2
H 0.0 -0.1 0.1
H 0.1 0.0 0.1
H 0.0 0.1 -0.1
H 0.1 -0.1 0.1
C -0.5 1.0 0.0
Si 1.8 -1.0 1.2
C -0.3 0.3 -0.9
C -1.0 0.4 -0.1
Ge 0.3 0.3 -1.3
Si 0.0 -0.7 -0.1
C 0.0 -0.6 0.5
C -0.9 -0.1 -0.2
C 0.3 0.7 0.4
Si 1.2 0.6 1.7
C -0.8 -0.3 -0.3
C -0.3 -1.1 -0.4
C 0.1 -0.1 -0.7
H -0.1 -0.1 0.4
H 0.2 0.2 0.1
H -0.2 -0.1 -0.2
H 0.2 -0.3 -0.1
H -0.1 0.0 0.0
H 0.2 0.2 -0.1
H -0.1 -0.4 -0.1
H -0.1 0.1 0.1
H 0.1 0.1 -0.2
H 0.0 0.1 0.2
H -0.2 -0.1 0.0
H 0.2 -0.1 -0.1
H 0.0 0.2 0.2
H 0.1 0.1 -0.2
H 0.0 -0.2 0.1
H -0.2 0.1 0.0
H 0.1 -0.2 0.1
H 0.1 0.1 -0.2
H 0.1 0.0 -0.2
H -0.1 -0.2 0.2
H -0.1 0.3 0.0
H 0.2 -0.2 -0.1
H -0.1 -0.1 0.5
H -0.1 0.1 0.0
H 0.3 0.0 0.0
H -0.1 -0.1 0.0
H -0.1 0.2 -0.1
C 0.2 -0.1 0.0
C -0.2 0.0 0.3
C -0.1 -0.4 -0.5
N 0.6 0.1 0.9
N -0.2 0.7 -1.1
C 0.1 -0.8 0.2
N -0.1 0.1 -0.2
S 0.4 0.9 0.1
H -0.1 0.0 0.1
H -0.1 0.0 0.0
H 0.0 0.1 0.0
H 0.2 0.0 0.1
H 0.0 -0.1 0.0
H 0.0 0.0 0.0
H -0.1 0.0 -0.1

Computed energy above the lowest of the compared OMol25 structures with the same formula, charge and spin, in the same sequence as the records: 1.181 0.000 8.897 eV.
Computed electronic energy, in the same sequence as the records: -72844.96448 -154261.31810 -242639.47992 eV.